{
  "formula": "C54H51F2N8O6S3Si",
  "method": "wB97M-V/def2-TZVPD",
  "total_charge": 1,
  "multiplicity": 1,
  "energy_ha": -4661.3606,
  "elements": ["C", "C", "N", "C", "C", "N", "C", "N", "C", "C", "C", "C", "S", "C", "N", "N", "C", "O", "C", "F", "F", "C", "C", "Si", "C", "C", "C", "C", "C", "C", "C", "C", "N", "C", "C", "N", "C", "S", "N", "C", "S", "O", "H", "H", "H", "H", "H", "H", "H", "H", "H", "H", "H", "H", "H", "H", "H", "H", "H", "H", "H", "H", "H", "H", "H", "H", "H", "H", "H", "H", "H", "H", "H", "H", "H", "H", "H", "C", "C", "C", "C", "C", "C", "C", "O", "C", "C", "C", "C", "C", "C", "C", "O", "H", "H", "H", "H", "H", "H", "H", "H", "C", "C", "C", "C", "C", "C", "C", "O", "C", "C", "C", "C", "C", "C", "C", "O", "H", "H", "H", "H", "H", "H", "H", "H"],
  "positions_angstrom": [[-4.017, -6.516, 0.282], [-2.518, -6.443, 0.211], [-1.859, -7.347, 0.808], [-1.800, -5.321, -0.521], [-2.459, -3.927, -0.463], [-1.432, -2.870, -0.563], [-1.664, -1.811, 0.224], [-1.765, -0.575, -0.190], [-1.721, -0.239, -1.621], [-0.260, -0.054, -2.090], [0.186, 1.350, -2.497], [1.695, 1.404, -2.212], [2.071, 2.282, -0.670], [3.100, 1.151, 0.121], [3.904, 0.257, -0.363], [4.524, -0.381, 0.662], [4.077, 0.137, 1.755], [3.182, 1.072, 1.475], [-1.912, 0.539, 0.777], [-1.769, 1.674, 0.062], [-0.856, 0.535, 1.614], [-3.259, 0.577, 1.532], [-4.139, 1.768, 1.158], [-5.811, 1.667, 2.089], [-7.126, 1.014, 0.907], [-5.747, 0.459, 3.534], [-6.288, 3.342, 2.805], [-5.312, 4.094, 3.446], [-5.655, 5.308, 4.005], [-6.943, 5.789, 3.905], [-7.907, 5.040, 3.268], [-7.591, 3.808, 2.727], [-1.772, -2.081, 1.611], [-0.365, -2.334, 2.046], [-2.654, -3.268, 1.803], [-3.721, -2.826, 2.754], [-4.879, -3.022, 2.416], [-6.351, -3.497, 2.319], [-1.934, -4.375, 2.422], [-2.074, -4.584, 3.617], [-2.063, -4.770, 5.145], [-3.292, -3.662, 0.635], [-4.526, -6.194, -0.624], [-4.266, -7.552, 0.487], [-4.349, -5.954, 1.153], [-0.859, -7.172, 0.708], [-1.767, -5.603, -1.576], [-0.768, -5.231, -0.189], [-3.091, -3.830, -1.344], [-1.114, -2.676, -1.508], [-2.125, -1.061, -2.206], [-2.350, 0.613, -1.846], [-0.055, -0.745, -2.900], [0.381, -0.349, -1.258], [-0.302, 2.141, -1.934], [0.066, 1.540, -3.560], [2.129, 0.407, -2.199], [2.225, 1.944, -2.992], [4.354, -0.127, 2.756], [-2.982, 0.688, 2.579], [-3.761, -0.380, 1.433], [-4.361, 1.757, 0.093], [-3.697, 2.716, 1.450], [-8.122, 1.325, 1.213], [-6.954, 1.352, -0.113], [-7.137, -0.076, 0.934], [-5.655, -0.559, 3.160], [-5.001, 0.697, 4.288], [-6.722, 0.523, 4.020], [-4.299, 3.724, 3.530], [-4.903, 5.885, 4.526], [-7.182, 6.745, 4.347], [-8.918, 5.414, 3.183], [-8.364, 3.223, 2.254], [0.244, -1.461, 1.823], [-0.320, -2.470, 3.119], [0.089, -3.172, 1.523], [9.619, 8.752, -0.793], [8.669, 9.639, -0.296], [7.511, 9.160, 0.291], [7.291, 7.791, 0.375], [8.235, 6.901, -0.144], [9.403, 7.387, -0.718], [8.001, 5.431, -0.107], [8.819, 4.655, -0.552], [6.725, 4.935, 0.487], [6.460, 3.572, 0.483], [5.286, 3.091, 1.038], [4.380, 3.977, 1.616], [4.635, 5.337, 1.617], [5.804, 5.822, 1.045], [6.048, 7.294, 1.026], [5.251, 8.060, 1.524], [10.527, 9.129, -1.244], [8.836, 10.706, -0.367], [6.773, 9.846, 0.684], [10.136, 6.694, -1.108], [7.173, 2.890, 0.039], [5.082, 2.045, 1.032], [3.469, 3.602, 2.066], [3.930, 6.027, 2.060], [3.552, -3.114, -0.944], [4.437, -4.008, -1.534], [4.034, -4.787, -2.607], [2.735, -4.693, -3.085], [1.829, -3.816, -2.477], [2.251, -3.018, -1.417], [0.420, -3.746, -2.936], [-0.379, -2.985, -2.401], [-0.011, -4.629, -4.048], [-1.341, -4.617, -4.458], [-1.753, -5.426, -5.502], [-0.837, -6.247, -6.150], [0.487, -6.269, -5.744], [0.903, -5.469, -4.689], [2.325, -5.533, -4.244], [3.118, -6.253, -4.806], [3.871, -2.501, -0.115], [5.447, -4.094, -1.156], [4.724, -5.477, -3.072], [1.556, -2.330, -0.953], [-2.052, -3.974, -3.957], [-2.788, -5.417, -5.816], [-1.158, -6.874, -6.970], [1.202, -6.910, -6.242]],
  "mulliken_charge": [-1.169, 0.662, -0.744, -0.870, -0.345, 1.071, -1.218, 0.831, -2.138, 0.853, -0.905, -0.889, -0.211, 0.373, -0.088, -0.514, -0.176, -0.305, 1.019, -0.328, -0.325, -0.619, -0.519, 0.456, -1.230, -0.816, 0.627, -0.254, -0.683, -0.519, -0.554, -0.477, 0.465, -1.071, 1.371, -0.718, 0.390, -0.285, -0.478, 0.466, -0.321, -0.469, 0.298, 0.473, 0.134, 0.300, 0.254, 0.382, 0.578, 0.128, 0.310, 0.789, 0.705, -0.673, 0.418, 0.424, 0.334, 0.630, 0.452, 0.192, -0.222, 0.353, 0.391, 0.343, 0.391, 0.324, -0.068, 0.329, 0.428, 0.331, 0.380, 0.383, 0.397, 0.210, 0.485, 0.346, 0.313, -0.501, -0.485, -0.564, 0.186, 0.171, -0.542, 0.463, -0.656, 0.074, -0.712, 0.073, -0.182, -1.146, 0.190, 0.735, -0.658, 0.402, 0.407, 0.473, 0.474, 0.504, 0.567, 0.523, 0.474, -1.257, -0.749, -0.685, 0.183, 0.440, 0.130, 0.128, -0.141, 0.459, -0.270, -0.870, -0.533, -0.705, 0.200, 0.485, -0.652, 0.565, 0.451, 0.523, 0.685, 0.375, 0.442, 0.413, 0.525]
}

***

{
  "formula": "C54H52Br2Cl2O6P3RbSSi",
  "method": "wB97M-V/def2-TZVPD",
  "de_lowest_kcal_mol": 0.0,
  "total_charge": -2,
  "multiplicity": 1,
  "energy_ha": -10344.5542,
  "elements": ["Rb", "C", "Si", "C", "C", "C", "C", "C", "C", "P", "C", "C", "C", "C", "C", "C", "C", "C", "C", "C", "C", "C", "C", "C", "C", "C", "C", "C", "P", "C", "C", "C", "C", "C", "C", "C", "C", "C", "C", "C", "C", "H", "H", "H", "H", "H", "H", "H", "H", "H", "H", "H", "H", "H", "H", "H", "H", "H", "H", "H", "H", "H", "H", "H", "H", "H", "H", "H", "H", "H", "H", "H", "Br", "C", "Br", "H", "H", "O", "C", "O", "C", "P", "C", "C", "C", "C", "C", "C", "C", "C", "C", "C", "C", "C", "H", "H", "H", "H", "H", "H", "H", "H", "H", "H", "H", "H", "O", "H", "H", "Cl", "C", "Cl", "H", "H", "C", "S", "O", "O", "O", "H", "H", "H"],
  "positions_angstrom": [[12.582, 13.667, 12.044], [8.875, 12.782, 13.583], [9.357, 12.582, 15.401], [8.102, 13.272, 16.641], [7.084, 12.776, 17.423], [6.447, 13.641, 18.327], [6.837, 15.003, 18.382], [7.833, 15.497, 17.630], [8.563, 14.568, 16.882], [10.153, 14.703, 16.028], [11.252, 15.344, 17.276], [11.054, 16.681, 17.747], [12.110, 17.317, 18.394], [13.284, 16.586, 18.661], [13.429, 15.249, 18.277], [12.422, 14.634, 17.565], [9.825, 16.100, 14.898], [10.855, 16.960, 14.513], [10.618, 18.128, 13.785], [9.293, 18.524, 13.550], [8.262, 17.654, 13.920], [8.514, 16.453, 14.529], [9.363, 10.755, 15.705], [8.292, 10.075, 15.101], [8.189, 8.690, 15.091], [9.173, 7.968, 15.763], [10.254, 8.608, 16.352], [10.327, 9.995, 16.383], [11.644, 10.833, 17.344], [13.100, 9.827, 16.885], [14.083, 9.553, 17.854], [15.154, 8.707, 17.540], [15.187, 8.126, 16.237], [14.265, 8.458, 15.269], [13.200, 9.271, 15.603], [11.284, 10.498, 19.058], [11.552, 9.231, 19.575], [11.278, 8.947, 20.887], [10.684, 9.885, 21.741], [10.345, 11.143, 21.186], [10.716, 11.494, 19.887], [7.766, 12.770, 13.447], [9.257, 11.988, 12.964], [9.194, 13.760, 13.150], [6.887, 11.662, 17.391], [5.694, 13.279, 19.044], [6.396, 15.624, 19.132], [8.149, 16.559, 17.708], [10.069, 17.135, 17.651], [12.072, 18.416, 18.633], [14.109, 17.075, 19.178], [14.369, 14.736, 18.550], [12.560, 13.579, 17.241], [11.877, 16.715, 14.844], [11.470, 18.687, 13.408], [9.072, 19.488, 13.140], [7.234, 17.943, 13.705], [7.685, 15.847, 14.831], [7.557, 10.648, 14.524], [7.316, 8.290, 14.557], [9.164, 6.899, 15.897], [11.130, 8.076, 16.738], [13.950, 9.861, 18.866], [15.991, 8.479, 18.213], [15.934, 7.397, 15.950], [14.458, 8.172, 14.256], [12.418, 9.381, 14.849], [11.876, 8.436, 18.932], [11.532, 7.956, 21.236], [10.606, 9.656, 22.833], [9.818, 11.899, 21.780], [10.591, 12.538, 19.549], [13.190, 16.824, 10.557], [14.992, 16.768, 11.347], [15.237, 17.766, 13.033], [15.578, 17.281, 10.595], [15.272, 15.717, 11.511], [15.479, 13.106, 10.336], [15.855, 12.800, 11.472], [15.236, 13.115, 12.561], [17.178, 12.084, 11.660], [17.223, 11.147, 13.314], [18.435, 9.870, 12.847], [17.928, 8.572, 12.603], [18.816, 7.509, 12.395], [20.178, 7.684, 12.456], [20.693, 8.976, 12.645], [19.808, 10.067, 12.817], [18.264, 12.109, 14.438], [19.129, 11.474, 15.351], [20.132, 12.254, 15.968], [20.139, 13.609, 15.797], [19.222, 14.239, 14.967], [18.239, 13.509, 14.314], [17.964, 12.803, 11.695], [17.365, 11.397, 10.799], [16.867, 8.359, 12.591], [18.425, 6.524, 12.178], [20.909, 6.878, 12.453], [21.762, 9.182, 12.689], [20.312, 11.040, 12.841], [19.189, 10.400, 15.433], [20.846, 11.722, 16.555], [20.919, 14.211, 16.271], [19.326, 15.313, 14.813], [17.482, 13.921, 13.642], [14.007, 14.613, 14.363], [14.210, 15.547, 14.284], [14.695, 14.131, 13.866], [13.100, 8.548, 11.599], [11.541, 7.855, 11.052], [11.000, 6.570, 12.290], [11.581, 7.310, 10.122], [10.825, 8.664, 11.008], [12.682, 13.353, 8.315], [10.844, 11.432, 9.490], [9.348, 11.441, 9.424], [11.345, 12.898, 8.671], [11.435, 11.380, 10.842], [12.924, 14.154, 9.010], [12.652, 13.638, 7.295], [13.429, 12.562, 8.478]],
  "mulliken_charge": [0.245, -1.175, 0.970, 0.686, -0.161, -0.732, -0.617, -0.323, -1.247, 1.703, 0.334, -0.467, -0.618, -0.613, -0.856, 0.292, 0.122, -0.580, -0.520, -0.665, -0.617, -0.688, 0.580, -0.317, -0.940, -0.799, 0.262, -0.729, 0.891, 0.631, -0.671, -0.946, -0.491, -0.612, -0.674, 0.378, -0.240, -0.661, -0.658, -0.378, -0.230, 0.283, 0.411, 0.193, 0.278, 0.326, 0.377, 0.279, 0.052, 0.242, 0.303, 0.365, 0.325, 0.334, 0.426, 0.385, 0.371, 0.454, 0.248, 0.362, 0.416, 0.264, 0.619, 0.344, 0.394, 0.289, 0.524, 0.285, 0.384, 0.289, 0.384, 0.295, -0.180, 0.439, -0.164, 0.412, -0.508, -0.714, 0.400, -0.512, -1.139, 0.457, 0.190, -0.471, -0.479, -0.547, -0.583, -0.086, 0.321, -0.546, -0.541, -0.448, -0.511, -0.589, 0.467, 0.467, 0.406, 0.389, 0.346, 0.371, 0.373, 0.535, 0.448, 0.312, 0.382, 0.318, 0.072, 0.053, 0.279, -0.019, -0.244, -0.219, 0.359, 0.065, -0.323, 0.451, -0.586, -0.414, -0.392, -0.004, 0.310, 0.234]
}